Entry 1:
46
Properties=species:S:1:pos:R:3 method="wB97M-V/def2-TZVPD" smiles="CC[C@H](C)[C@H](N)C(=O)N[C@@H](Cc1c[nH]c2ccccc12)C(=O)O" molar_mass_g_mol=317.389 e_above_lowest_ev=1.456 homo_lumo_gap_ev=9.27 total_charge=0 e_tot_ev=-28616.097 largest_force_ev_per_a=2.5 e_lumo_ev=0.44
C -4.92 1.96 -1.12
C -3.42 1.88 -0.84
C -2.93 1.00 0.30
C -1.70 1.65 0.97
C -2.56 -0.43 -0.14
N -3.72 -1.02 -0.87
C -2.20 -1.35 1.02
O -3.09 -1.83 1.74
N -0.88 -1.70 1.28
C 0.24 -1.60 0.40
C 1.54 -1.93 1.10
C 2.73 -1.36 0.46
C 3.76 -2.07 -0.03
N 4.76 -1.23 -0.51
C 4.40 0.09 -0.27
C 5.06 1.31 -0.57
C 4.42 2.48 -0.17
C 3.10 2.42 0.41
C 2.44 1.22 0.63
C 3.11 0.02 0.32
C 0.02 -2.44 -0.87
O -1.03 -3.01 -1.11
O 1.02 -2.48 -1.77
H -5.12 2.70 -1.89
H -5.57 2.21 -0.23
H -5.31 0.98 -1.48
H -2.92 1.60 -1.79
H -3.04 2.86 -0.64
H -3.74 0.86 1.05
H -0.88 1.70 0.22
H -1.35 1.12 1.87
H -1.86 2.69 1.26
H -1.72 -0.36 -0.91
H -3.41 -1.91 -1.30
H -4.42 -1.32 -0.20
H -0.82 -2.38 2.05
H 0.38 -0.55 0.08
H 1.40 -1.50 2.12
H 1.63 -2.98 1.29
H 4.01 -3.14 -0.10
H 5.71 -1.52 -0.74
H 6.08 1.32 -0.97
H 4.93 3.42 -0.36
H 2.65 3.35 0.67
H 1.44 1.24 1.08
H 1.77 -1.98 -1.44



Entry 2:
49
Properties=species:S:1:pos:R:3 method="wB97M-V/def2-TZVPD" smiles="CNC(=O)CN1C(=O)COc2ccc(S(=O)(=O)N3CCCCCC3)cc21" molar_mass_g_mol=381.454 e_above_lowest_ev=0.828 homo_lumo_gap_ev=9.24 total_charge=0 e_tot_ev=-43545.759 largest_force_ev_per_a=1.0 e_lumo_ev=0.52
C 3.68 3.16 0.37
N 3.70 1.77 -0.02
C 2.70 1.18 -0.69
O 1.68 1.75 -1.04
C 2.94 -0.31 -0.93
N 2.72 -1.05 0.31
C 3.78 -1.28 1.11
O 4.90 -0.85 0.87
C 3.49 -2.17 2.31
O 2.26 -1.89 2.94
C 1.21 -1.69 2.09
C -0.07 -1.83 2.61
C -1.17 -1.60 1.80
C -0.97 -1.26 0.48
S -2.38 -0.94 -0.58
O -3.47 -1.77 -0.15
O -1.94 -1.09 -1.94
N -2.75 0.62 -0.15
C -1.77 1.63 -0.49
C -1.68 1.96 -1.98
C -2.66 3.03 -2.47
C -4.06 2.96 -1.85
C -4.58 1.54 -1.60
C -4.15 0.99 -0.24
C 0.29 -1.10 -0.05
C 1.41 -1.30 0.76
H 2.76 3.59 -0.02
H 4.54 3.68 -0.05
H 3.70 3.25 1.46
H 4.50 1.21 0.26
H 2.28 -0.68 -1.71
H 3.98 -0.48 -1.22
H 4.27 -2.03 3.06
H 3.52 -3.22 1.96
H -0.17 -2.11 3.64
H -2.18 -1.71 2.17
H -2.00 2.53 0.09
H -0.80 1.25 -0.15
H -1.83 1.03 -2.53
H -0.66 2.29 -2.19
H -2.25 4.02 -2.25
H -2.74 2.94 -3.55
H -4.08 3.50 -0.91
H -4.75 3.48 -2.53
H -5.67 1.56 -1.61
H -4.25 0.86 -2.39
H -4.35 1.73 0.54
H -4.70 0.08 -0.01
H 0.36 -0.82 -1.08



Entry 3:
45
Properties=species:S:1:pos:R:3 method="wB97M-V/def2-TZVPD" molar_mass_g_mol=299.398 homo_lumo_gap_ev=3.05 total_charge=-1 e_tot_ev=-26003.758 largest_force_ev_per_a=3.6 e_lumo_ev=2.33
C 0.18 2.17 -3.63
C 0.62 1.21 -3.02
C 1.23 -0.06 -2.33
C 2.52 0.38 -1.47
C 2.21 1.47 -0.36
N 3.37 1.60 0.56
O 4.55 1.34 -0.17
H -0.13 2.87 -4.45
H 1.65 -0.70 -3.18
H 0.49 -0.67 -1.75
H 2.85 -0.56 -0.92
H 3.29 0.71 -2.23
H 2.09 2.49 -0.89
H 1.33 1.20 0.30
H 5.34 1.56 0.35
N 0.60 4.93 -1.25
C 1.27 6.04 -1.69
C 0.67 7.15 -1.14
C -0.39 6.69 -0.33
C -0.41 5.32 -0.41
H 0.82 3.98 -1.50
H 2.11 5.94 -2.36
H 0.97 8.17 -1.30
H -1.07 7.29 0.26
H -1.06 4.59 0.05
N -0.36 -4.46 0.49
C 0.90 -4.96 0.68
C 1.75 -3.89 0.86
C 0.97 -2.71 0.79
C -0.32 -3.09 0.57
H -1.18 -5.01 0.33
H 1.09 -6.02 0.66
H 2.82 -3.96 1.03
H 1.33 -1.69 0.90
H -1.22 -2.50 0.45
N -3.10 -3.84 2.06
C -3.69 -2.63 2.29
C -4.86 -2.85 2.97
C -4.98 -4.25 3.17
C -3.87 -4.83 2.60
H -2.23 -3.98 1.57
H -3.22 -1.71 1.95
H -5.55 -2.09 3.30
H -5.78 -4.77 3.67
H -3.58 -5.87 2.52



Entry 4:
49
Properties=species:S:1:pos:R:3 method="wB97M-V/def2-TZVPD" molar_mass_g_mol=472.082 e_above_lowest_ev=0.000 homo_lumo_gap_ev=8.35 total_charge=+2 e_tot_ev=-39643.872 largest_force_ev_per_a=0.3 e_lumo_ev=-6.06
Sn 0.59 -1.15 -1.74
O 0.08 2.89 -3.44
C 0.57 1.73 -3.13
O 0.15 1.04 -2.19
C 1.71 1.31 -4.01
O 2.17 0.08 -3.52
C 3.39 -0.39 -4.10
C 4.08 -1.29 -3.10
O 5.26 -1.42 -2.99
O 3.17 -1.93 -2.32
H -0.67 3.13 -2.86
H 2.49 2.09 -3.97
H 1.35 1.25 -5.04
H 4.07 0.43 -4.32
H 3.19 -0.95 -5.02
N 3.61 0.40 1.06
C 3.17 -0.53 0.23
O 2.00 -0.43 -0.22
C 4.14 -1.64 -0.11
C 3.67 -2.62 -1.16
H 2.99 1.15 1.34
H 4.53 0.35 1.47
H 4.37 -2.18 0.82
H 5.07 -1.17 -0.43
H 2.83 -3.23 -0.82
H 4.48 -3.28 -1.44
C -5.57 1.59 3.80
C -4.42 0.99 3.05
C -4.17 1.35 1.73
C -3.14 0.80 1.00
C -2.94 1.23 -0.42
C -2.30 -0.16 1.64
C -1.23 -0.81 0.98
O -0.88 -0.65 -0.22
C -2.54 -0.53 3.00
C -1.70 -1.55 3.74
C -3.59 0.05 3.67
H -5.94 2.49 3.32
H -5.29 1.82 4.83
H -6.38 0.86 3.85
H -4.82 2.08 1.25
H -3.67 1.99 -0.68
H -3.05 0.39 -1.11
H -1.94 1.63 -0.57
H -0.67 -1.54 1.57
H -1.74 -2.53 3.27
H -2.07 -1.66 4.75
H -0.65 -1.24 3.80
H -3.78 -0.22 4.70